[1]
DFT (wB97M-V/def2-TZVPD) results for the molecule S2 at a distorted geometry.

The lowest unoccupied orbital energy is -4.22 eV. The total energy is -796.19936 Ha. The frontier orbital gap is 5.505 eV. The value obtained for the energy above the lowest of the compared OMol25 structures with the same formula, charge and spin is 76.31 kcal/mol.

Geometry as ORCA input:
```
! RIJCOSX wB97M-V def2-TZVPD def2/J DEFGRID3
* xyz 0 1
S 0.000 0.000 1.291
S 0.000 0.000 -1.291
*
```


[2]
DFT (wB97M-V/def2-TZVPD) results for a cluster of 2 separate species, C2H5N3O in total at a distorted geometry.

The lowest unoccupied orbital energy (spin up / spin down) is -0.90 / -0.89 eV. The total energy is -318.47729 Ha. The frontier orbital gap (spin up / spin down) is 6.084 / 6.101 eV. The value obtained for the energy above the lowest of the compared OMol25 structures with the same formula, charge and spin is 171.43 kcal/mol.

Geometry as ORCA input:
```
! RIJCOSX wB97M-V def2-TZVPD def2/J DEFGRID3
* xyz 0 1
N 0.347 -0.076 -0.658
H 1.356 0.063 -0.606
H 0.813 -1.973 2.008
N -0.116 1.286 -2.044
C -0.002 -0.867 0.666
H -1.388 0.862 0.158
N 1.020 -1.164 1.425
C -0.323 0.728 0.312
H -0.924 -1.448 0.608
H 0.223 1.467 0.883
O -1.007 1.124 -2.753
*
```


[3]
DFT (wB97M-V/def2-TZVPD) results for a cluster of 3 separate species, C5H12O2 in total at a distorted geometry.

The lowest unoccupied orbital energy is 0.57 eV. The total energy is -348.08523 Ha. The frontier orbital gap is 9.409 eV. The value obtained for the energy above the lowest of the compared OMol25 structures with the same formula, charge and spin is 75.04 kcal/mol. The structure (SMILES) is C=CCC=C.O.O.

Geometry as ORCA input:
```
! RIJCOSX wB97M-V def2-TZVPD def2/J DEFGRID3
* xyz 0 1
O 0.324 -3.577 -3.887
O 0.524 -0.640 -2.207
C 1.507 2.053 1.843
H -1.016 2.417 1.029
C -1.466 0.385 1.373
H 0.266 -2.625 -3.717
H 0.858 -0.285 -1.374
H 1.344 2.577 0.907
C 0.408 1.644 2.463
H -1.698 2.011 2.625
H 0.255 -0.824 0.834
H -1.129 -0.926 -0.278
H 0.130 -3.558 -4.833
C -0.953 1.737 1.870
H 0.514 0.985 3.320
H -2.519 0.176 1.527
C -0.736 -0.440 0.613
H 1.292 -0.561 -2.783
H 2.484 1.867 2.265
*
```


[4]
DFT (wB97M-V/def2-TZVPD) results for a structure of composition C36H33AsCuNP2S5Te.

The lowest unoccupied orbital energy is 3.80 eV. The total energy is -8264.41880 Ha. The frontier orbital gap is 5.276 eV. The value obtained for the energy above the lowest of the compared OMol25 structures with the same formula, charge and spin is 0.00 kcal/mol.

Geometry as ORCA input:
```
! RIJCOSX wB97M-V def2-TZVPD def2/J DEFGRID3
* xyz -2 1
C 2.774 -1.454 -2.204
H -5.559 -0.513 1.033
H 1.583 -3.914 1.474
C 3.680 -1.046 -1.279
C 1.490 5.378 2.013
H -2.659 4.860 7.232
C -3.829 1.450 -2.810
H -2.436 3.994 0.235
C -2.186 -0.319 -1.457
C -2.039 4.477 3.517
H -2.164 5.321 -3.835
S 6.157 -3.720 -3.519
H -1.534 -1.011 -0.936
C -2.398 4.783 -1.767
H -1.376 -1.847 3.218
H 2.339 -2.796 0.297
As 0.530 -1.580 1.553
H -0.190 4.979 0.754
C -0.918 3.061 -0.942
H -2.610 6.543 3.490
H -0.353 3.680 -4.230
Te -1.155 1.504 3.532
H 0.765 -3.506 -0.064
C -3.817 1.435 -1.423
H -7.777 0.436 1.562
C -2.065 3.507 5.678
H 0.426 2.223 -2.383
H 1.343 -0.604 3.752
H -3.210 5.480 -1.595
C -1.841 3.355 4.311
C -6.992 2.346 2.158
H -4.450 2.126 -0.879
H -1.612 -2.932 1.854
C -1.813 4.691 -3.025
H 1.316 6.448 2.018
C 2.784 3.475 2.686
C -0.352 2.962 -2.209
C -2.988 0.557 -0.726
H 2.709 -0.990 2.678
H -4.466 2.154 -3.333
H -1.863 4.418 2.450
C -4.601 2.575 1.995
C -4.482 1.276 1.519
Cu 1.117 0.334 -0.392
H 2.117 1.581 1.935
C 2.563 4.845 2.711
H -1.525 -0.967 -3.386
H -3.698 3.159 2.108
C -5.642 0.511 1.384
S 5.274 -1.755 -1.444
C -0.795 3.775 -3.245
P -2.865 0.470 1.114
H -5.910 4.123 2.696
C -0.869 -2.545 2.550
C -6.886 1.042 1.686
S 1.115 -0.942 -2.334
C -5.844 3.109 2.317
H -0.434 -3.364 3.126
C 0.635 4.544 1.304
H 3.232 5.496 3.263
S 3.412 0.097 0.007
H 3.627 3.046 3.213
C 4.998 -2.740 -2.817
C -1.623 1.730 1.523
S 3.384 -2.607 -3.374
C 0.835 3.167 1.282
N -2.678 5.814 5.411
H -3.002 0.613 -4.608
H -7.962 2.759 2.408
C -2.454 5.661 4.104
C 1.755 -1.346 3.066
C -2.476 4.735 6.168
C -3.008 0.587 -3.524
C 1.931 2.649 1.972
P -0.250 1.969 0.387
C -2.185 -0.300 -2.846
H -1.934 2.673 6.359
C 1.399 -3.128 0.738
H 1.899 -2.291 3.596
C -1.958 3.965 -0.738
*
```


[5]
DFT (wB97M-V/def2-TZVPD) results for the molecule C22H23N5O3S at a distorted geometry.

The lowest unoccupied orbital energy is 0.59 eV. The total energy is -1749.82129 Ha. The frontier orbital gap is 8.657 eV. The value obtained for the energy above the lowest of the compared OMol25 structures with the same formula, charge and spin is 79.29 kcal/mol. The structure (SMILES) is COc1ccc(-n2c(Cc3cccn3C)nnc2SCC(=O)NCc2ccco2)cc1.

Geometry as ORCA input:
```
! RIJCOSX wB97M-V def2-TZVPD def2/J DEFGRID3
* xyz 0 1
H -0.795 1.640 2.909
C -3.041 -2.142 -0.463
H -4.998 1.261 0.012
H -2.377 -1.817 -2.489
C 3.404 -1.906 2.290
H -0.355 2.202 -1.354
H 2.581 -1.257 -1.971
H 5.429 -1.111 -1.067
C -4.535 -3.108 -2.042
C 2.802 1.966 -2.401
H 2.627 2.985 -2.681
H -0.714 3.306 2.319
O -4.167 -2.856 -0.706
O 4.600 -2.769 0.395
H -4.052 1.809 2.477
H -2.926 1.585 -1.665
C -1.394 2.494 2.579
C -3.540 1.821 1.535
N 1.670 1.799 0.947
H -0.115 3.377 -0.058
H -1.411 -1.011 2.284
C 0.537 1.448 0.415
C 2.829 -0.215 -2.006
C 5.040 -0.188 -0.628
N 2.230 0.714 1.514
C -2.186 -1.644 -1.442
H -2.024 2.812 3.409
N -2.224 2.152 1.459
C -0.801 -0.670 0.257
C -0.423 2.350 -0.274
S 1.638 -1.941 1.828
H 3.582 -2.863 2.776
H -4.708 -2.178 -2.592
C -1.071 -0.912 -1.079
C -2.746 -1.913 0.883
H -5.464 -3.673 -1.989
C 1.420 -0.295 1.320
C 3.934 0.374 -1.462
H 3.558 -1.076 2.976
H 5.838 0.553 -0.540
C 4.243 -1.795 1.022
H -3.412 -2.313 1.629
N 4.544 -0.522 0.694
H -3.779 -3.705 -2.561
H -0.406 -0.526 -1.836
H 4.035 0.220 1.175
N 0.318 0.109 0.623
O 3.912 1.702 -1.698
C -1.830 2.086 0.154
C -4.001 1.548 0.277
H 1.179 0.736 -3.174
C -2.915 1.717 -0.600
C 2.094 0.826 -2.624
C -1.635 -1.186 1.243
*
```


[6]
DFT (wB97M-V/def2-TZVPD) results for a structure of composition C12H13N at a distorted geometry.

The lowest unoccupied orbital energy is 0.41 eV. The total energy is -519.63575 Ha. The frontier orbital gap is 8.702 eV. The value obtained for the energy above the lowest of the compared OMol25 structures with the same formula, charge and spin is 117.05 kcal/mol.

Geometry as ORCA input:
```
! RIJCOSX wB97M-V def2-TZVPD def2/J DEFGRID3
* xyz 0 1
C -1.786 1.268 0.155
C -0.117 -1.523 2.324
H 0.565 -2.690 2.179
H 1.088 2.649 -2.856
N -1.000 1.376 -0.895
C 2.197 -1.361 -1.194
H -0.261 1.839 -3.299
C 2.201 -0.124 -2.009
H 2.995 -2.015 -1.412
C 0.949 1.651 -3.120
C 1.444 -1.352 -0.123
C -2.472 0.200 2.623
H 1.192 -2.138 0.586
H -0.920 -1.544 3.099
H -1.502 0.306 3.349
H -3.115 1.051 2.903
H 2.941 0.278 -2.854
C -1.628 0.370 1.308
H -2.838 -0.863 2.488
H -2.521 2.042 -0.028
C -0.073 0.353 -1.133
H 0.537 -0.668 3.096
C 1.028 0.585 -2.062
H 1.324 1.388 -4.157
C -0.488 -0.553 1.125
C 0.259 -0.525 -0.093
*
```